Record 1
The following is a DFT calculation (ωB97M-V/def2-TZVPD) of 3 unconnected molecules or ions with the total composition C34H65BrFN4O6 at a distorted geometry.

XYZ file:
```
111
Properties=species:S:1:pos:R:3:forces:R:3
C -0.30595 2.53867 2.67046 -0.375 0.660 -0.101
C -0.90450 3.76307 2.44918 0.744 -1.132 -0.766
C -1.98717 4.01894 1.43870 0.317 -1.242 1.973
O -2.93417 4.63119 1.75740 -2.842 1.811 0.322
O -1.90714 3.55065 0.17273 1.295 -0.075 0.167
C -0.57260 3.59610 -0.42097 -0.576 -0.580 -1.264
C -0.76697 3.98021 -1.90941 0.794 0.373 0.407
C -0.22911 2.98162 -2.95135 -0.595 0.114 0.002
C -0.84603 1.56244 -2.90155 0.236 0.335 0.197
C -2.01969 1.40503 -3.87681 0.619 -0.166 -0.079
C -2.62856 -0.00425 -3.99939 -0.338 0.701 -0.025
C -3.31649 -0.58256 -2.73932 1.322 -1.306 -0.640
N -3.55170 0.30916 -1.58628 -0.634 1.192 -0.920
C -3.35391 -0.43943 -0.31512 0.144 0.658 1.028
C -1.97912 -0.28039 0.32020 0.526 -0.953 0.141
C -0.87024 -1.14181 -0.32258 0.496 0.699 -0.079
C 0.54646 -0.80321 0.25474 -1.082 0.594 -0.726
C 1.44898 -0.19358 -0.82969 1.086 -0.235 0.530
C 2.95422 -0.47219 -0.60037 -0.631 -0.263 -2.036
C 3.68434 -0.03105 -1.90359 -0.068 1.105 1.065
C 5.13427 0.44782 -1.67363 -0.265 0.053 -0.965
C -4.96850 0.48895 -1.71736 1.744 -2.852 0.597
N -5.63418 1.56245 -1.70618 0.017 0.636 0.781
C -5.06443 2.90926 -1.53727 -1.140 0.984 -0.609
C -5.17187 3.60620 -2.91790 0.572 -0.463 0.317
C -4.25501 4.82166 -3.04988 -0.239 -0.436 -0.276
Br -7.05544 4.01750 -3.31310 0.300 -0.133 0.205
N -5.50308 -0.77287 -1.92576 -1.576 -0.335 -0.144
C -4.65645 -1.41146 -2.95058 -0.544 0.814 -0.930
N -5.36421 -1.06636 -4.19034 0.806 0.650 0.174
C -4.46956 -2.95186 -2.89123 -0.061 -0.954 1.293
F -4.50512 -3.49178 -4.16349 0.043 0.303 -0.370
C -5.49317 -3.71443 -2.04899 -0.305 1.101 0.656
C -6.96149 -3.56386 -2.49490 0.731 -0.687 -0.030
H -0.89128 1.74419 3.13417 -0.184 -0.893 -1.881
H 0.75360 2.40937 2.43859 0.370 0.288 2.053
H -0.57249 4.58626 3.08444 0.970 0.696 -1.492
H -0.12660 2.59809 -0.37683 0.082 0.117 0.358
H 0.05294 4.32574 0.08875 -0.076 -0.129 0.123
H -0.19434 4.90613 -2.04109 -0.244 0.003 -0.209
H -1.81029 4.24839 -2.05613 -0.030 -0.191 -0.035
H 0.86110 2.97170 -2.86790 -0.082 -0.255 0.017
H -0.45606 3.40810 -3.93793 0.221 -0.017 0.076
H -1.15610 1.35784 -1.87301 -0.076 -0.118 -0.076
H -0.05780 0.83965 -3.13409 -0.191 -0.053 -0.096
H -2.77116 2.17347 -3.67459 -0.149 -0.143 0.095
H -1.61714 1.63687 -4.87132 -0.165 0.057 0.059
H -1.83611 -0.70003 -4.28905 -0.002 0.051 0.100
H -3.29768 0.03479 -4.86412 -0.101 0.003 0.253
H -2.58719 -1.30922 -2.37690 -0.187 0.060 0.130
H -3.55112 -1.51624 -0.40904 -0.139 0.147 -0.254
H -4.08690 -0.03722 0.39952 0.052 -0.092 -0.084
H -2.07648 -0.63789 1.35397 -0.103 0.175 -0.023
H -1.63491 0.75256 0.38988 -0.280 0.137 -0.197
H -0.82117 -0.87606 -1.38325 -0.090 -0.318 -0.011
H -1.06806 -2.21430 -0.23257 -0.228 0.114 -0.032
H 0.99818 -1.66561 0.74231 0.103 0.101 -0.036
H 0.36648 -0.01100 0.98652 0.319 -0.256 0.420
H 1.34208 0.89830 -0.88247 -0.274 -0.094 0.014
H 1.23128 -0.56632 -1.83735 -0.250 -0.159 0.178
H 3.33443 0.03760 0.27744 0.082 -0.243 0.073
H 3.04872 -1.55972 -0.55937 0.271 0.117 0.752
H 3.59661 -0.78246 -2.69104 0.130 -0.064 0.138
H 3.12232 0.84620 -2.26179 0.109 -0.126 -0.133
H 5.32231 1.28048 -2.36134 0.167 -0.110 0.079
H 5.29081 0.84179 -0.66912 0.013 -0.274 0.028
H 5.86326 -0.32163 -1.93392 0.042 0.007 0.402
H -6.64201 1.47032 -1.83044 0.123 0.168 -0.185
H -5.73351 3.44813 -0.86180 0.264 -0.110 0.215
H -4.05321 2.91896 -1.13015 0.005 -0.427 -0.180
H -4.90511 2.83680 -3.64307 -0.107 0.268 -0.262
H -4.06288 5.29091 -2.08466 -0.193 0.211 -0.117
H -3.30158 4.48164 -3.46194 -0.035 0.038 0.096
H -4.68267 5.50823 -3.77904 0.103 0.200 0.254
H -5.80486 -1.30266 -1.11926 -0.142 0.195 -0.036
H -4.76651 -1.19386 -4.99904 -0.259 -0.268 -0.002
H -6.18888 -1.64792 -4.27577 0.090 0.004 -0.172
H -3.47889 -3.21615 -2.50631 0.011 0.276 0.012
H -5.18004 -4.75276 -1.94426 -0.099 -0.013 -0.263
H -5.42246 -3.30142 -1.02701 0.153 -0.190 -0.084
H -7.24634 -2.51667 -2.59201 -0.119 -0.096 -0.033
H -7.59186 -4.04478 -1.74592 -0.121 0.101 -0.141
H -7.08669 -4.09457 -3.44044 -0.241 0.211 -0.010
O 3.50305 -1.58162 2.09598 -0.070 0.212 0.188
C 3.49983 -1.07253 3.18689 0.236 -0.403 0.315
O 3.37543 0.26630 3.28765 -0.309 0.198 -0.426
C 3.18078 0.95325 4.52994 0.223 0.106 0.277
C 4.49721 1.22332 5.22910 0.132 -0.164 -0.029
C 3.71073 -1.88322 4.43931 -0.433 -0.047 0.164
H 2.47472 0.41578 5.16483 0.055 -0.085 -0.019
H 2.70570 1.90006 4.27147 -0.008 -0.079 -0.179
H 5.01231 0.29818 5.49082 -0.054 -0.001 0.083
H 4.33486 1.79687 6.14232 -0.015 0.002 -0.019
H 5.16359 1.78649 4.57463 -0.075 0.064 0.005
H 4.78138 -2.02357 4.59328 -0.021 0.006 0.061
H 3.24112 -2.85563 4.30457 0.172 -0.036 -0.175
H 3.26940 -1.44694 5.33229 0.195 0.101 0.024
O 6.91032 -1.98624 6.38520 -0.157 -0.039 -0.240
C 7.53384 -2.78020 5.73168 0.289 -0.134 0.304
O 6.96788 -3.31217 4.63269 -0.347 0.295 -0.189
C 7.66243 -4.11647 3.67265 0.150 -0.309 -0.050
C 7.71092 -5.57007 4.09498 -0.003 -0.022 0.191
C 8.90381 -3.24937 6.15858 0.288 0.244 -0.294
H 8.65316 -3.70834 3.46771 0.014 0.010 0.109
H 7.09326 -4.02758 2.74795 -0.102 0.153 0.107
H 8.25969 -5.70010 5.02809 0.079 0.004 -0.053
H 8.19084 -6.17611 3.32597 -0.013 0.023 -0.005
H 6.70207 -5.94911 4.26172 -0.004 0.022 -0.090
H 8.79102 -4.05189 6.88704 -0.004 0.003 -0.020
H 9.42092 -2.41505 6.62712 -0.157 -0.025 0.165
H 9.53356 -3.58793 5.33894 -0.097 -0.173 0.018
```
Positions in Å, forces in eV/Å.

Output
gap between HOMO and LUMO = 7.60 eV
lowest unoccupied orbital energy = -2.94 eV
charge = +1
molar mass = 724.82 g/mol
maximum force = 3.4 eV Å⁻¹
2S+1 = 1

=====

Record 2
The following is a DFT calculation (ωB97M-V/def2-TZVPD) of a molecular structure, C34H65N4O3RuS2SbSi4 at a distorted geometry.

XYZ file:
```
114
Properties=species:S:1:pos:R:3:forces:R:3
Ru -1.55948 -0.01125 0.16656 1.082 -0.992 2.444
N -2.22158 -3.58655 2.70396 -0.136 0.635 -0.086
C -2.05008 -2.36945 2.13596 0.617 0.169 -1.301
S -1.57188 -2.31505 0.42646 -0.225 -0.172 -0.256
N -2.17538 -1.28305 2.81176 -0.519 -0.733 2.144
N -1.94608 -0.14125 2.19346 0.516 2.773 -0.179
C -1.93338 1.02545 2.88066 -0.302 -3.906 -0.080
C -2.05218 1.01345 4.33396 -0.174 0.159 0.523
C -2.90158 1.91325 4.98386 0.077 -0.192 -0.175
C -3.10058 1.81745 6.34746 -0.093 0.078 0.186
C -2.45018 0.84215 7.08936 -0.028 0.078 -0.071
C -1.58558 -0.03785 6.45776 0.043 0.034 0.016
C -1.38988 0.04315 5.09316 0.163 0.105 -0.122
C -1.84018 2.18205 2.07746 0.645 2.385 -1.994
C -1.57138 3.48185 2.57616 -0.284 -1.646 0.226
C -1.43058 4.53445 1.71686 -0.063 0.278 -1.351
C -1.55928 4.31195 0.33496 0.081 0.243 1.085
C -1.75618 3.02055 -0.09964 -0.221 0.134 -0.297
N -1.90068 1.98075 0.71266 0.575 0.317 0.856
H -2.36598 -4.37575 2.10006 0.069 -0.040 -0.050
H -2.66628 -3.60295 3.60596 -0.007 -0.045 0.118
H -3.43778 2.65425 4.40786 -0.075 0.050 0.016
H -3.78088 2.50025 6.83316 -0.045 0.067 0.056
H -2.61398 0.77015 8.15496 -0.024 0.012 0.042
H -1.06978 -0.79515 7.02966 0.057 -0.033 0.025
H -0.71178 -0.64175 4.60576 -0.034 0.013 0.032
H -1.43638 3.60225 3.63876 -0.022 0.052 0.086
H -1.20178 5.52165 2.08546 -0.023 0.099 0.080
H -1.48368 5.12265 -0.37024 0.085 0.043 -0.105
H -1.79278 2.80515 -1.15864 -0.005 -0.028 0.134
C -1.91048 1.39945 -5.54684 0.105 0.157 0.599
Si -1.80818 1.83405 -3.69734 -0.309 -0.324 -0.117
C -3.38238 2.83905 -3.25204 0.573 -0.229 0.086
C -0.14198 2.62775 -3.19244 -0.617 -0.313 -0.023
Sb -2.07438 -0.36945 -2.24984 0.011 -0.587 -2.558
Si -0.53078 -2.25535 -3.45644 -0.048 0.179 -0.100
C -1.10858 -2.37715 -5.28314 0.251 0.183 0.848
C -0.76838 -3.96535 -2.62044 0.097 0.849 -0.141
C 1.20682 -1.48815 -3.24934 -0.738 -0.410 0.027
Si -4.55468 -1.25435 -2.54264 0.034 0.155 0.077
C -4.55888 -3.10255 -2.05974 0.116 0.740 -0.108
C -4.98028 -1.00825 -4.38494 0.117 -0.097 0.773
C -5.58918 -0.14035 -1.37314 0.499 -0.493 -0.356
H -2.24018 2.26585 -6.11164 -0.067 0.250 -0.079
H -2.62388 0.60235 -5.73194 -0.169 -0.113 0.060
H -0.95828 1.09125 -5.96074 0.284 -0.098 -0.007
H -3.19678 3.91105 -3.26074 0.072 0.166 -0.035
H -3.78538 2.58295 -2.27164 0.040 -0.013 0.038
H -4.16398 2.64305 -3.98044 -0.072 -0.112 -0.177
H -0.21068 3.70525 -3.06914 -0.110 0.201 -0.046
H 0.61662 2.43295 -3.94474 0.066 -0.090 -0.184
H 0.21792 2.20925 -2.25104 0.003 -0.039 0.040
H -2.13568 -2.72525 -5.34654 -0.168 -0.076 0.062
H -0.49108 -3.08335 -5.83064 0.176 -0.179 -0.017
H -1.04518 -1.42435 -5.79694 0.030 0.217 -0.047
H -1.59908 -4.50285 -3.06614 -0.196 0.000 -0.139
H -0.96948 -3.85935 -1.55784 0.054 -0.036 0.031
H 0.11752 -4.58535 -2.73134 0.223 0.004 -0.101
H 1.27612 -0.52745 -3.75754 -0.083 0.092 -0.096
H 1.99142 -2.13325 -3.63474 0.071 -0.194 -0.173
H 1.41682 -1.31525 -2.19404 -0.052 -0.021 0.063
H -4.21668 -3.71885 -2.88784 0.075 -0.004 -0.147
H -5.55698 -3.43905 -1.79074 -0.200 0.047 0.013
H -3.90088 -3.28695 -1.21164 0.039 0.044 0.072
H -4.17448 -1.36475 -5.01674 0.198 -0.126 -0.096
H -5.15228 0.03475 -4.62394 -0.011 0.276 0.021
H -5.87578 -1.55885 -4.65344 -0.223 -0.144 0.002
H -5.13608 -0.11025 -0.37804 -0.023 -0.060 -0.045
H -6.61448 -0.48485 -1.26584 -0.134 -0.122 -0.029
H -5.62098 0.87825 -1.75444 0.047 0.103 -0.082
C 5.71232 1.52165 -0.90854 -0.323 0.008 0.083
C 4.19972 1.74865 -0.88604 0.343 0.422 -0.498
C 3.89462 3.24315 -0.74634 0.008 -0.423 0.010
C 3.57032 1.17625 -2.15194 0.014 0.062 0.322
O 3.67382 1.11515 0.27316 -0.009 -0.141 0.289
Si 2.69302 -0.10795 0.62266 -0.955 -0.187 -0.005
S 0.76062 0.42725 -0.15354 -1.478 0.960 -0.111
O 2.98892 -1.48035 -0.16824 0.312 -0.021 -0.220
C 3.37142 -2.77525 0.29606 0.219 -0.491 0.076
C 4.71242 -2.66495 1.01476 -0.229 0.023 -0.206
C 2.29252 -3.30185 1.23886 0.117 0.157 -0.179
C 3.50312 -3.66405 -0.94174 -0.034 0.300 0.315
O 2.64862 -0.34655 2.21116 0.111 -0.273 0.150
C 2.85142 0.46595 3.36616 0.061 0.192 0.518
C 2.62592 -0.44675 4.57446 0.070 0.210 -0.343
C 1.84232 1.61215 3.35716 0.111 -0.209 -0.111
C 4.28512 0.99355 3.36946 -0.278 -0.102 -0.087
H 6.14972 2.08255 -1.72994 0.101 0.045 -0.096
H 5.94052 0.46745 -1.04464 0.008 -0.135 -0.017
H 6.16312 1.85625 0.02206 0.032 0.057 0.107
H 4.22482 3.77325 -1.63354 0.074 0.140 -0.117
H 4.40662 3.64745 0.12346 0.054 0.066 0.079
H 2.82532 3.39515 -0.62064 -0.160 -0.004 -0.014
H 3.98922 1.66045 -3.02974 0.045 0.030 -0.115
H 2.49502 1.33645 -2.13174 -0.140 0.031 -0.090
H 3.75752 0.10615 -2.20414 0.026 -0.122 -0.090
H 4.60922 -1.99945 1.86616 0.069 0.034 0.201
H 5.45922 -2.25585 0.33926 0.136 0.030 -0.080
H 5.04212 -3.64175 1.35466 0.078 -0.119 0.101
H 2.25392 -2.67405 2.12446 -0.043 -0.054 0.149
H 2.50862 -4.32565 1.52726 0.020 -0.170 0.067
H 1.31992 -3.26135 0.75186 -0.098 -0.058 -0.088
H 4.23362 -3.24135 -1.62834 0.046 0.040 -0.077
H 2.54562 -3.74915 -1.45004 -0.111 -0.017 -0.065
H 3.83872 -4.65275 -0.64304 0.013 -0.164 -0.011
H 1.62502 -0.86925 4.55266 -0.142 -0.041 -0.013
H 2.75232 0.11905 5.49346 0.004 0.038 0.131
H 3.34492 -1.26215 4.56296 0.072 -0.093 0.009
H 0.83292 1.21535 3.25446 -0.083 -0.053 0.010
H 2.03722 2.26775 2.51086 -0.008 0.136 -0.090
H 1.90132 2.18615 4.27876 0.044 0.075 0.088
H 4.98122 0.15895 3.37046 0.123 -0.101 0.013
H 4.46892 1.59965 4.25226 0.007 0.081 0.105
H 4.45742 1.58555 2.47606 0.081 0.125 -0.011
```
Positions in Å, forces in eV/Å.

Output
gap between HOMO and LUMO (alpha / beta) = 5.76 / 5.81 eV
lowest unoccupied orbital energy (alpha / beta) = -4.33 / -4.05 eV
charge = +1
molar mass = 977.23 g/mol
maximum force = 3.9 eV Å⁻¹
2S+1 = 2